(1)
C5H10O in the gas phase at a distorted geometry, computed with ωB97M-V/def2-TZVPD.

## Properties
SMILES string ... CC[C@@]1(C)CO1
HOMO ... -9.29 eV
F_max ... 6.370 eV/A

Geometry as XYZ:
```
16
Properties=species:S:1:pos:R:3:forces:R:3
C 1.779 0.227 0.490 0.660 -0.293 0.444
C 0.836 0.202 -0.681 -0.188 0.834 -0.721
C -0.550 -0.146 -0.268 -1.970 6.018 -0.699
C -0.809 -1.530 0.095 -4.076 0.185 1.792
C -1.497 1.267 0.074 1.694 -3.315 0.224
O -1.614 0.715 -1.189 1.528 -1.938 0.763
H 1.882 -0.765 0.944 0.010 0.075 -0.025
H 1.444 0.905 1.280 -0.022 0.028 -0.162
H 2.776 0.534 0.162 -0.055 0.001 0.125
H 1.184 -0.491 -1.455 0.012 -0.105 0.085
H 0.818 1.189 -1.159 0.016 -0.155 0.071
H -0.492 -2.262 -0.643 -0.507 0.041 -0.265
H -0.412 -1.853 1.068 0.369 0.510 -0.243
H -1.970 -1.421 0.364 2.097 -1.348 -1.047
H -0.998 2.230 0.203 0.329 -0.200 -0.311
H -2.378 1.198 0.716 0.103 -0.338 -0.032
```
Positions in Å, forces in eV/Å.

Results of the Löwdin charge analysis, in e, for atoms 1 through 4: number 1, C, carries -0.104; number 2, C, carries -0.250; number 3, C, carries -0.318; number 4, C, carries -0.053


(2)
C5H10O in the gas phase, computed with ωB97M-V/def2-TZVPD.

## Properties
SMILES string ... C[C@@H](O)C1CC1
HOMO ... -10.10 eV
F_max ... 0.387 eV/A

Geometry as XYZ:
```
16
Properties=species:S:1:pos:R:3:forces:R:3
C -1.901 -0.419 0.259 -0.031 -0.023 0.033
C -0.765 0.307 -0.442 0.071 -0.368 0.099
O -1.208 1.637 -0.676 0.195 0.180 -0.155
C 0.515 0.310 0.370 -0.108 0.086 0.064
C 1.321 -0.943 0.527 -0.021 -0.197 0.071
C 1.847 0.180 -0.321 0.144 0.108 -0.124
H -2.061 -0.007 1.261 0.028 -0.025 -0.129
H -1.669 -1.485 0.350 -0.040 0.157 0.007
H -2.827 -0.307 -0.313 0.133 -0.024 0.071
H -0.567 -0.198 -1.405 -0.012 0.079 0.141
H -0.451 2.137 -1.007 -0.157 -0.013 0.033
H 0.466 0.972 1.234 0.022 -0.123 -0.121
H 1.794 -1.123 1.488 -0.086 0.028 -0.173
H 0.971 -1.843 0.027 0.054 0.167 0.038
H 1.838 0.031 -1.399 -0.023 0.044 0.177
H 2.695 0.750 0.046 -0.170 -0.077 -0.033
```
Positions in Å, forces in eV/Å.

Results of the Löwdin charge analysis, in e, for atoms 1 through 4: number 1, C, carries -0.043; number 2, C, carries -0.442; number 3, O, carries -0.037; number 4, C, carries -0.275


(3)
C5H10O in the gas phase at a distorted geometry, computed with ωB97M-V/def2-TZVPD.

## Properties
SMILES string ... CCCCC=O
HOMO ... -9.64 eV
F_max ... 2.577 eV/A

Geometry as XYZ:
```
16
Properties=species:S:1:pos:R:3:forces:R:3
C -0.459 -0.808 -1.573 -0.019 -0.357 -0.366
C -0.820 -0.392 -0.166 -0.357 -0.364 -0.400
C 0.266 -0.757 0.896 -0.321 0.365 -0.204
C 1.143 0.505 0.871 0.125 0.379 -0.109
C 0.098 1.571 0.587 0.917 1.309 0.545
O 0.050 2.311 -0.374 0.765 0.679 0.767
H -1.173 -0.348 -2.263 0.122 -0.235 -0.085
H 0.534 -0.414 -1.831 -0.173 -0.157 0.011
H -0.462 -1.886 -1.711 0.066 -0.144 -0.136
H -1.811 -0.705 0.164 -0.046 -0.199 -0.283
H -0.875 0.713 -0.404 -0.892 -2.232 0.929
H -0.157 -0.920 1.899 -0.058 0.219 -0.363
H 0.825 -1.685 0.665 -0.288 0.546 -0.160
H 1.666 0.739 1.803 -0.016 -0.151 -0.087
H 1.857 0.481 0.044 -0.005 0.049 0.103
H -0.681 1.593 1.391 0.179 0.295 -0.165
```
Positions in Å, forces in eV/Å.

Results of the Löwdin charge analysis, in e, for atoms 1 through 4: number 1, C, carries -0.101; number 2, C, carries -0.281; number 3, C, carries -0.174; number 4, C, carries -0.150


(4)
2 unconnected molecules or ions with the total composition C5H10O, computed with ωB97M-V/def2-TZVPD.

## Properties
SMILES string ... CC1C=C1.CO
HOMO ... -9.65 eV
F_max ... 0.400 eV/A

Geometry as XYZ:
```
16
Properties=species:S:1:pos:R:3:forces:R:3
C 1.440 -0.717 0.281 -0.022 -0.032 -0.032
C 0.558 -0.209 1.411 0.278 0.094 -0.001
C -0.551 -1.041 1.984 -0.121 0.115 -0.102
C -0.933 -0.041 1.261 -0.063 -0.204 0.166
H 1.851 0.108 -0.318 -0.063 -0.124 0.091
H 2.292 -1.286 0.672 -0.115 0.088 -0.040
H 0.874 -1.374 -0.390 0.079 0.087 0.100
H 1.086 0.474 2.087 -0.110 -0.103 -0.087
H -0.796 -1.900 2.591 0.024 0.134 -0.095
H -1.712 0.559 0.811 0.098 -0.135 0.118
C -0.799 0.723 -2.017 -0.075 -0.255 -0.299
O -0.744 1.800 -1.105 0.217 0.069 0.151
H 0.145 0.592 -2.566 -0.149 0.036 0.099
H -1.588 0.953 -2.736 0.113 -0.043 0.084
H -1.047 -0.229 -1.523 0.029 0.176 -0.071
H -0.074 1.588 -0.443 -0.121 0.097 -0.081
```
Positions in Å, forces in eV/Å.

Results of the Löwdin charge analysis, in e, for atoms 1 through 4: number 1, C, carries -0.098; number 2, C, carries -0.337; number 3, C, carries -0.013; number 4, C, carries -0.038


(5)
C5H10O in the gas phase, computed with ωB97M-V/def2-TZVPD.

## Properties
SMILES string ... CC(=O)C(C)C
HOMO ... -9.54 eV
F_max ... 0.461 eV/A

Geometry as XYZ:
```
16
Properties=species:S:1:pos:R:3:forces:R:3
C -1.219 -1.439 -0.975 -0.021 -0.066 -0.018
C 0.115 -1.032 -0.383 0.122 -0.188 0.080
O 0.952 -1.864 -0.101 -0.325 0.304 -0.119
C 0.349 0.456 -0.135 0.104 -0.026 0.004
C 1.738 0.693 0.447 0.072 0.018 0.022
C -0.746 1.039 0.767 -0.084 0.043 0.024
H -1.979 -1.446 -0.185 0.106 0.015 -0.086
H -1.557 -0.744 -1.750 0.065 -0.042 0.106
H -1.139 -2.448 -1.383 -0.005 0.127 0.053
H 0.269 0.950 -1.116 0.019 -0.094 0.094
H 2.517 0.254 -0.183 -0.123 0.067 0.076
H 1.817 0.224 1.433 0.003 0.071 -0.122
H 1.935 1.764 0.555 -0.056 -0.133 -0.018
H -0.763 0.533 1.739 0.015 0.045 -0.135
H -1.741 0.960 0.320 0.128 -0.015 0.058
H -0.549 2.100 0.949 -0.020 -0.126 -0.018
```
Positions in Å, forces in eV/Å.

Results of the Löwdin charge analysis, in e, for atoms 1 through 4: number 1, C, carries -0.019; number 2, C, carries -0.427; number 3, O, carries 0.080; number 4, C, carries -0.374


(6)
C5H10O in the gas phase at a distorted geometry, computed with ωB97M-V/def2-TZVPD.

## Properties
HOMO (spin up / spin down) ... -7.10 / -6.51 eV
F_max ... 1.954 eV/A

Geometry as XYZ:
```
16
Properties=species:S:1:pos:R:3:forces:R:3
C -1.357 0.970 -0.858 0.034 -0.062 0.092
C -0.548 -0.292 -0.818 -1.333 -0.714 -0.655
C 0.862 -0.517 -1.141 -0.043 0.593 0.247
C 1.451 0.164 0.042 1.717 0.865 -0.347
O 1.199 0.187 1.358 -0.034 -0.242 0.344
C 0.148 -0.573 1.886 -0.293 -0.092 0.102
H -1.447 1.422 -1.856 0.124 -0.055 0.056
H -2.370 0.729 -0.516 0.139 0.117 -0.149
H -0.990 1.747 -0.177 0.044 0.015 -0.112
H -1.087 -1.185 -0.505 0.020 0.249 0.095
H 1.154 -1.546 -1.389 -0.115 0.119 0.252
H 1.211 0.157 -1.935 -0.084 -0.326 -0.183
H 2.128 0.992 -0.159 -0.175 -0.010 -0.069
H 0.158 -1.590 1.496 -0.020 -0.143 0.156
H 0.293 -0.568 2.964 -0.134 -0.096 -0.025
H -0.806 -0.097 1.608 0.152 -0.218 0.196
```
Positions in Å, forces in eV/Å.

Results of the Löwdin charge analysis, in e, for atoms 1 through 4: number 1, C, carries -0.123; number 2, C, carries -0.199; number 3, C, carries -0.226; number 4, C, carries -0.153


(7)
2 unconnected molecules or ions with the total composition C5H10O at a distorted geometry, computed with ωB97M-V/def2-TZVPD.

## Properties
SMILES string ... C=CCC=C.O
HOMO ... -9.49 eV
F_max ... 1.844 eV/A

Geometry as XYZ:
```
16
Properties=species:S:1:pos:R:3:forces:R:3
C -0.147 2.381 -0.443 -0.968 0.043 0.152
C -0.815 1.243 -0.597 0.726 -0.143 -0.597
C -1.781 0.581 0.347 0.116 1.625 -0.362
C -1.467 -0.821 0.701 1.074 -0.579 -0.213
C -0.224 -1.315 0.598 -1.705 0.179 0.679
H 0.450 2.757 -1.261 0.130 0.131 0.117
H -0.373 3.028 0.399 0.469 -0.024 0.142
H -0.650 0.767 -1.566 -0.125 -0.384 0.261
H -1.781 1.187 1.264 -0.339 -0.067 -0.078
H -2.737 0.738 -0.167 -0.277 -0.473 0.451
H -2.252 -1.437 1.120 -0.126 -0.013 -0.124
H -0.089 -2.327 0.951 0.602 0.009 -0.189
H 0.567 -0.646 0.307 0.434 -0.308 -0.246
O 3.676 -2.447 -0.439 0.192 0.637 0.019
H 3.594 -1.985 -1.275 -0.306 -0.378 -0.705
H 4.029 -1.703 0.060 0.102 -0.255 0.692
```
Positions in Å, forces in eV/Å.

Results of the Löwdin charge analysis, in e, for atoms 1 through 4: number 1, C, carries -0.006; number 2, C, carries -0.228; number 3, C, carries -0.233; number 4, C, carries -0.186


(8)
A molecular structure, C5H10O, computed with ωB97M-V/def2-TZVPD.

## Properties
HOMO ... -8.57 eV
F_max ... 0.476 eV/A

Geometry as XYZ:
```
16
Properties=species:S:1:pos:R:3:forces:R:3
C -1.474 1.153 0.116 -0.006 0.072 -0.002
C -1.442 -0.358 0.343 -0.180 -0.001 -0.006
C -0.020 -0.903 0.575 0.038 -0.067 0.024
C 0.681 -0.676 -0.719 -0.194 0.218 0.186
C 1.731 0.368 -0.659 -0.071 0.141 -0.016
O 2.546 -0.793 -0.366 0.076 -0.206 -0.141
H -0.955 1.438 -0.807 -0.089 -0.064 0.141
H -0.993 1.683 0.947 -0.076 -0.065 -0.114
H -2.504 1.512 0.038 0.133 -0.019 0.010
H -1.876 -0.872 -0.523 0.029 0.069 0.150
H -2.053 -0.618 1.213 0.058 0.044 -0.086
H -0.091 -1.977 0.786 -0.007 0.172 -0.071
H 0.439 -0.408 1.448 -0.045 -0.006 -0.166
H 2.195 -1.462 -1.016 0.475 0.013 0.032
H 2.026 0.876 -1.583 -0.087 -0.140 0.161
H 1.788 1.036 0.208 -0.053 -0.159 -0.101
```
Positions in Å, forces in eV/Å.

Results of the Löwdin charge analysis, in e, for atoms 1 through 4: number 1, C, carries -0.112; number 2, C, carries -0.265; number 3, C, carries -0.262; number 4, C, carries -0.028